The following is a quantum chemistry calculation of a structure of composition C29H24Cl2KN9O2S, from the Open Molecules 2025 dataset.

The geometry in XYZ format:
```
68
Properties=species:S:1:pos:R:3:forces:R:3:lowdin_charge:R:1
K -0.4870 -0.1926 1.1777 0.66 -0.55 -0.07 0.73
Cl -6.6085 3.9565 1.8894 0.03 0.00 0.01 0.57
C -4.9494 3.4255 2.0876 0.07 0.03 0.05 -0.70
C -4.5044 2.3364 1.3541 0.03 0.02 -0.09 -0.06
C -3.1981 1.8548 1.4666 -0.03 -0.03 -0.01 -0.21
N -2.7578 0.7187 0.7965 -0.56 0.33 -0.10 0.00
C -3.1919 0.4134 -0.4140 -0.10 0.15 0.14 -0.52
O -3.9632 1.0246 -1.1873 0.05 -0.09 0.02 -0.04
C -2.5548 -0.8639 -0.9670 -0.33 -0.14 -0.13 -0.23
C -2.3149 -0.9134 -2.3371 -0.08 -0.06 -0.07 -0.04
C -1.7060 -2.0261 -2.8815 0.03 0.01 0.00 -0.08
C -1.3773 -3.0823 -2.0461 0.00 0.00 0.02 -0.08
C -1.6903 -2.9700 -0.7015 -0.09 0.09 0.05 -0.15
N -2.2645 -1.8912 -0.1593 0.11 0.02 -0.16 0.08
C -2.2991 2.5075 2.3752 0.04 0.05 0.03 -0.20
C -2.7755 3.6189 3.0856 0.03 -0.07 0.00 -0.06
C -4.0808 4.0694 2.9484 -0.05 -0.03 -0.05 -0.70
Cl -4.5884 5.4660 3.8825 0.00 -0.03 -0.02 0.57
N -1.0155 1.9727 2.5018 -0.17 0.27 0.17 0.03
C -0.0862 2.5292 3.2562 -0.09 0.08 -0.06 -0.51
O -0.0761 3.5880 3.9275 0.02 -0.04 -0.06 -0.05
C 1.2279 1.7418 3.2959 -0.02 -0.08 0.11 -0.20
C 2.4033 2.4495 3.5493 0.06 -0.02 0.09 -0.03
C 3.5917 1.7570 3.6953 -0.02 0.00 -0.02 -0.09
C 3.5836 0.3738 3.5795 0.01 0.02 -0.01 -0.10
C 2.3808 -0.2466 3.2853 -0.11 0.04 0.01 -0.16
N 1.2260 0.4100 3.1530 0.27 0.18 0.18 0.06
H -5.1730 1.8517 0.6585 0.00 0.01 0.01 0.10
H -2.6219 -0.0628 -2.9282 0.00 0.03 -0.01 0.10
H -1.4607 -2.0638 -3.9374 -0.01 0.01 -0.01 0.10
H -0.8597 -3.9611 -2.4099 -0.02 0.01 0.02 0.09
H -1.4452 -3.7777 -0.0180 0.01 0.03 0.00 0.10
H -2.1018 4.1252 3.7575 0.00 0.00 0.00 0.08
H 2.3378 3.5225 3.6630 -0.02 -0.01 0.00 0.10
H 4.5163 2.2867 3.8986 0.00 0.01 0.00 0.09
H 4.4897 -0.2117 3.6671 -0.01 0.00 0.00 0.09
H 2.3425 -1.3184 3.1193 -0.02 0.03 0.00 0.10
C 0.7945 1.7667 -5.0491 0.02 -0.01 -0.01 -0.09
C -0.3664 1.7753 -4.0590 0.08 0.02 0.07 -0.26
N 0.0121 2.1887 -2.7161 0.09 -0.06 0.02 -0.01
C 0.7880 1.3290 -1.9640 -0.04 0.06 -0.01 -0.68
S 1.7423 1.9293 -0.6183 -0.06 -0.17 0.06 1.04
N 0.8522 0.0726 -2.1683 0.08 -0.10 0.06 0.12
N 1.6772 -0.5616 -1.2375 0.12 -0.05 0.09 -0.12
C 1.9580 -1.9527 -1.4094 -0.09 0.18 -0.02 -0.28
C 2.5808 -2.3484 -2.7159 -0.01 0.02 0.06 -0.08
C 1.6237 -2.8479 -0.4243 -0.06 0.02 0.09 -0.27
C 1.8677 -4.2654 -0.6000 -0.03 0.00 0.05 -0.06
C 1.5380 -5.1475 0.3886 -0.02 0.08 0.01 -0.14
C 0.9588 -4.6921 1.5891 -0.01 -0.03 0.02 -0.15
C 0.7381 -3.3250 1.6838 0.14 0.08 -0.19 -0.23
N 1.0322 -2.4235 0.7572 0.17 -0.27 -0.02 0.02
H 0.4499 1.4579 -6.0400 0.02 0.01 0.03 0.06
H 1.5615 1.0643 -4.7187 -0.01 0.03 -0.01 0.06
H 1.2442 2.7599 -5.1375 -0.02 -0.03 0.00 0.06
H -0.7845 0.7755 -3.9816 -0.06 -0.04 0.02 0.08
H -1.1599 2.4428 -4.3946 -0.04 0.01 0.00 0.11
H 0.2581 3.1592 -2.6124 -0.02 0.02 0.00 0.11
H 2.9038 -1.4534 -3.2523 0.00 -0.02 -0.01 0.06
H 1.8893 -2.8907 -3.3819 0.04 0.01 0.02 0.06
H 3.4650 -2.9868 -2.5817 -0.02 0.02 -0.02 0.06
H 2.3001 -4.6180 -1.5279 -0.01 -0.02 0.02 0.08
H 1.7184 -6.2089 0.2450 0.01 -0.01 -0.02 0.08
H 0.6913 -5.3639 2.3936 -0.01 0.02 0.00 0.06
H 0.2783 -2.9248 2.5907 -0.01 -0.01 -0.03 0.10
N 3.3464 -0.0870 0.3626 0.00 -0.06 -0.02 0.10
C 2.3925 0.2615 -0.4038 0.10 0.06 -0.29 -0.69
H 3.7005 0.6968 0.8996 -0.05 0.02 0.01 0.02
```
Positions in Å, forces in eV/Å.

Calculated values
Energy   -3681.411812 hartree
Total charge   -2
Energy above the lowest of the compared OMol25 structures with the same formula, charge and spin   1.0740 eV
HOMO   -0.978 eV

---

The following is a quantum chemistry calculation of a structure of composition C29H24ClCsN10O5 at a distorted geometry, from the Open Molecules 2025 dataset.

The geometry in XYZ format:
```
70
Properties=species:S:1:pos:R:3:forces:R:3:lowdin_charge:R:1
Cs -0.6246 -0.8307 -0.4130 0.30 -1.09 -0.66 1.37
N 1.4942 0.2525 4.0717 -0.07 0.00 -0.03 0.12
C 1.0782 -0.0914 2.8332 -0.28 0.11 0.04 -0.16
N 1.8192 -0.4424 1.8490 -0.03 -0.01 -0.08 0.12
C 3.1937 -0.4322 2.0368 0.46 0.02 0.02 -0.30
N 4.0344 -0.6109 1.0818 -0.48 -0.13 -0.31 0.07
N 3.4580 -0.8875 -0.1730 0.29 0.33 0.38 0.02
C 3.4458 0.0975 -0.9705 -0.02 -0.27 0.20 -0.08
C 2.9589 -0.0541 -2.3621 0.27 0.16 -0.13 -0.26
C 3.8164 0.3040 -3.4031 -0.16 -0.02 0.06 -0.02
C 3.3749 0.1684 -4.7072 -0.04 -0.01 0.07 -0.06
C 2.0880 -0.2994 -4.9174 -0.02 -0.01 0.01 -0.06
C 1.3106 -0.6128 -3.8134 -0.12 -0.05 -0.15 -0.14
N 1.7219 -0.5020 -2.5553 0.15 -0.03 -0.06 0.07
C 3.7302 -0.1649 3.3885 0.11 -0.05 0.07 -0.08
C 5.0932 -0.2434 3.6886 -0.18 0.01 0.01 -0.02
C 5.5440 0.0378 4.9612 0.01 -0.01 -0.04 -0.08
C 4.6406 0.4038 5.9588 0.04 0.01 0.04 -0.08
C 3.2922 0.4839 5.6889 0.01 -0.04 -0.13 -0.02
C 2.8439 0.1958 4.4007 0.02 -0.01 -0.06 -0.18
H 0.8118 0.5443 4.7512 0.06 0.01 0.02 0.16
H 0.0032 -0.0392 2.6871 -0.04 0.01 -0.01 0.12
H 3.8250 1.0689 -0.6535 0.03 0.04 -0.04 0.14
H 4.8066 0.6769 -3.1794 0.02 0.01 0.00 0.11
H 4.0158 0.4307 -5.5379 0.01 0.00 -0.02 0.11
H 1.6802 -0.4098 -5.9119 0.01 0.00 -0.03 0.11
H 0.2941 -0.9657 -3.9508 -0.02 -0.02 -0.01 0.11
H 5.7719 -0.5252 2.8977 0.05 0.00 -0.03 0.11
H 6.5991 -0.0223 5.1854 0.04 0.00 0.02 0.10
H 4.9980 0.6278 6.9545 0.01 0.00 0.02 0.11
H 2.5861 0.7629 6.4587 -0.04 0.02 0.04 0.11
O -3.5043 4.8793 0.2410 0.13 -0.06 -0.11 0.11
C -4.4064 4.1140 0.8207 0.04 0.12 0.10 -0.52
O -5.3504 4.5647 1.4276 0.00 0.02 -0.05 0.06
C -4.2142 2.6445 0.6934 -0.32 -0.13 0.06 -0.05
C -5.1874 1.6975 0.9588 0.01 0.06 0.03 -0.57
Cl -6.7689 1.8723 1.5651 0.06 0.06 -0.03 0.80
N -4.6609 0.4763 0.7139 0.23 0.28 -0.18 -0.09
N -3.3702 0.5817 0.3240 0.04 -0.04 0.19 0.11
C -3.0918 1.8724 0.3138 -0.03 -0.07 -0.02 -0.13
C -1.6968 2.3132 -0.0926 -0.29 0.30 -0.01 -0.64
O -1.6196 3.4128 -0.6790 0.02 0.17 0.03 0.01
O -0.7800 1.5160 0.1657 0.08 2.01 0.66 -0.40
C -5.2568 -0.8079 0.7592 -0.07 -0.14 0.00 -0.20
C -4.5324 -1.8482 1.3238 -0.07 -0.01 -0.04 -0.01
C -5.0771 -3.1209 1.3365 0.04 -0.01 0.02 -0.07
C -6.3373 -3.3481 0.8032 0.02 -0.03 0.04 -0.09
C -7.0468 -2.3026 0.2342 -0.05 0.02 -0.03 -0.08
C -6.5068 -1.0276 0.1972 0.11 -0.02 0.03 -0.04
H -2.7664 4.3341 -0.2090 -0.13 0.07 0.08 0.06
H -3.5483 -1.6555 1.7285 -0.03 0.02 0.00 0.11
H -4.5094 -3.9364 1.7638 -0.01 -0.02 0.00 0.10
H -6.7617 -4.3415 0.8262 -0.02 -0.05 -0.01 0.10
H -8.0217 -2.4771 -0.2002 -0.02 -0.02 0.00 0.11
H -7.0390 -0.2156 -0.2752 -0.01 0.02 0.01 0.10
C 2.2344 -6.6689 -0.2846 0.09 -0.20 0.00 -0.03
N 1.4272 -5.4835 -0.3197 -0.05 0.18 0.05 -0.10
C -0.0132 -5.4658 -0.4604 -0.04 -0.08 -0.04 -0.03
C -0.2974 -3.9581 -0.4586 0.33 -0.46 0.01 -0.56
O -1.4064 -3.4674 -0.5519 -0.39 -0.77 0.02 -0.15
N 0.8843 -3.2912 -0.3482 -0.10 -0.05 0.00 0.05
C 1.8470 -4.1982 -0.2893 0.01 -0.08 -0.02 -0.42
N 3.1180 -3.8221 -0.1983 0.09 0.02 -0.01 0.21
H 1.7299 -7.4383 0.3025 0.00 0.02 -0.05 0.09
H 3.1841 -6.4683 0.2111 -0.01 0.01 -0.02 0.08
H 2.4336 -7.0676 -1.2846 0.00 0.01 0.05 0.09
H -0.5177 -5.9595 0.3717 -0.02 -0.02 0.01 0.14
H -0.3515 -5.9105 -1.3988 0.01 -0.03 0.00 0.14
H 3.2899 -2.8114 -0.2443 0.00 -0.04 0.01 0.06
H 3.8793 -4.4714 -0.2510 -0.02 -0.02 0.00 0.10
```
Positions in Å, forces in eV/Å.

Calculated values
Energy   -2523.693756 hartree
Total charge   0
Energy above the lowest of the compared OMol25 structures with the same formula, charge and spin   1.6247 eV
HOMO   -8.561 eV

---

The following is a quantum chemistry calculation of a structure of composition C29H24F12N2O2Pt at a distorted geometry, from the Open Molecules 2025 dataset.

The geometry in XYZ format:
```
70
Properties=species:S:1:pos:R:3:forces:R:3:lowdin_charge:R:1
Pt 0.7257 0.6162 -0.5704 0.36 -1.77 -0.16 1.19
C -5.8382 -0.2866 0.5011 0.07 0.10 -0.02 -0.07
C -4.3408 -0.4727 0.4408 -0.06 -0.09 -0.03 -0.29
C -3.6060 -0.8799 1.5484 0.13 -0.01 0.07 -0.07
C -2.2403 -1.0778 1.4526 -0.17 -0.05 0.23 -0.04
C -1.5327 -0.8897 0.2573 0.52 -0.37 0.11 -0.24
N -0.1474 -1.0613 0.2289 -0.59 -0.28 0.26 -0.08
C 0.4513 -2.1711 0.7195 -0.18 0.17 0.03 -0.22
C -0.2686 -3.3812 0.9212 0.12 -0.10 0.03 -0.03
C 0.3551 -4.5673 1.2552 -0.07 0.10 0.00 -0.08
C 1.7363 -4.6401 1.4075 0.03 -0.05 0.05 -0.30
C 2.4426 -5.9467 1.6937 -0.03 0.11 -0.07 -0.09
C 2.4416 -3.4501 1.2672 0.00 0.12 -0.06 -0.01
C 1.8492 -2.2179 0.9904 0.23 0.02 0.00 -0.05
C 2.7216 -0.9299 0.9305 0.10 -0.12 -0.10 -0.37
O 2.0843 0.2626 0.9950 0.01 0.55 0.18 -0.26
C 3.6725 -0.8547 2.1862 -0.39 0.22 -0.16 -0.54
F 2.9315 -0.7035 3.2986 0.08 -0.01 0.03 0.14
F 4.4826 0.2183 2.0961 0.03 -0.04 0.06 0.14
F 4.4919 -1.9022 2.4322 0.09 -0.05 0.09 0.10
C 3.6429 -1.0231 -0.3560 -0.18 0.03 0.21 -0.54
F 4.0591 0.1765 -0.7643 0.11 -0.01 0.03 0.14
F 3.0174 -1.6074 -1.3848 0.06 0.03 -0.03 0.14
F 4.7750 -1.7586 -0.1382 -0.01 -0.09 -0.06 0.10
C -2.2655 -0.4576 -0.8611 -0.13 0.19 -0.20 -0.07
C -3.6433 -0.2635 -0.7404 0.14 0.07 -0.09 0.00
C -1.5607 -0.2178 -2.2190 -0.23 0.09 -0.21 -0.38
O -0.2100 -0.2496 -2.2364 -0.63 1.03 0.05 -0.22
C -2.0123 -1.3678 -3.1760 0.30 0.11 0.14 -0.54
F -3.3436 -1.4496 -3.4132 -0.06 -0.07 0.02 0.11
F -1.6533 -2.5505 -2.6555 0.01 -0.03 -0.11 0.15
F -1.4244 -1.2585 -4.3814 -0.09 -0.04 -0.03 0.14
C -2.0615 1.1712 -2.8188 0.24 -0.20 0.17 -0.53
F -2.2147 2.0971 -1.8510 -0.01 -0.03 -0.10 0.12
F -1.1841 1.6588 -3.6910 -0.01 0.02 -0.09 0.16
F -3.2572 1.1230 -3.4757 -0.02 0.03 0.03 0.10
H -6.2555 -0.7582 1.3933 0.01 0.01 -0.01 0.06
H -6.3227 -0.7302 -0.3723 0.00 0.00 0.02 0.07
H -6.1197 0.7715 0.5226 0.01 -0.02 0.01 0.07
H -4.1049 -1.0256 2.5042 0.02 -0.04 -0.04 0.10
H -1.6701 -1.3908 2.3209 -0.04 0.03 -0.01 0.12
H -1.3385 -3.3740 0.7578 0.03 -0.02 -0.03 0.10
H -0.2479 -5.4646 1.3822 0.00 0.03 -0.03 0.10
H 1.8031 -6.6233 2.2693 0.03 0.03 -0.01 0.06
H 3.3607 -5.7823 2.2664 -0.07 -0.01 -0.03 0.06
H 2.7258 -6.4734 0.7732 -0.02 0.03 0.05 0.06
H 3.5167 -3.4961 1.3764 -0.01 0.01 0.02 0.11
H -4.2038 0.0703 -1.6067 0.03 -0.05 -0.01 0.11
C -1.6571 2.6611 1.7075 0.14 -0.11 -0.16 -0.11
N -0.3615 2.6700 1.0601 -0.04 0.35 0.40 -0.29
C 0.7007 2.8141 2.0462 -0.16 -0.24 -0.16 -0.11
C -0.2816 3.7218 0.0640 0.08 -0.20 -0.10 -0.21
C 0.8885 3.5973 -0.8969 0.11 0.12 -0.09 -0.24
C 1.3800 4.7817 -1.4484 0.05 -0.10 0.04 -0.09
C 2.4096 4.7788 -2.3815 -0.04 -0.08 0.03 -0.15
C 2.9582 3.5575 -2.7597 -0.07 0.05 0.02 -0.13
C 2.4660 2.3782 -2.2163 0.00 0.17 -0.14 -0.13
C 1.4143 2.3426 -1.2846 0.14 0.18 -0.09 -0.27
H -1.8299 3.5857 2.2937 -0.07 0.04 0.02 0.07
H -1.7286 1.8042 2.3805 0.02 0.02 0.00 0.08
H -2.4467 2.5646 0.9580 0.04 -0.01 0.03 0.08
H 0.6174 3.7819 2.5777 0.01 0.04 0.04 0.08
H 1.6750 2.7414 1.5664 -0.01 0.02 -0.05 0.08
H 0.6408 1.9982 2.7676 0.01 0.00 -0.02 0.08
H -0.2369 4.7026 0.5749 0.01 0.15 -0.06 0.11
H -1.2053 3.7087 -0.5193 -0.03 -0.05 0.05 0.10
H 0.9419 5.7279 -1.1384 0.01 0.02 0.02 0.09
H 2.7744 5.7091 -2.8027 0.01 0.03 0.00 0.07
H 3.7646 3.5245 -3.4872 0.00 0.00 0.01 0.08
H 2.8970 1.4378 -2.5381 -0.01 0.02 0.00 0.08
```
Positions in Å, forces in eV/Å.

Calculated values
Energy   -2697.291604 hartree
Total charge   -2
Energy above the lowest of the compared OMol25 structures with the same formula, charge and spin   0.0000 eV
HOMO   -0.980 eV

---

The following is a quantum chemistry calculation of a structure of composition C29H24N6O2STe4Ti, from the Open Molecules 2025 dataset.

The geometry in XYZ format:
```
67
Properties=species:S:1:pos:R:3:forces:R:3:lowdin_charge:R:1
Ti -0.1093 0.6962 -0.3885 0.41 -0.09 -0.23 0.66
C -1.3045 -4.7795 -2.0081 0.03 0.01 0.00 -0.13
C 0.0355 -4.4807 -2.2342 -0.03 -0.01 -0.01 -0.12
C 0.5833 -3.3139 -1.7351 0.03 -0.02 -0.01 -0.07
C -0.1895 -2.4336 -0.9729 -0.01 0.01 0.00 -0.32
C -1.5292 -2.7267 -0.7655 -0.06 0.02 0.00 -0.11
C -2.0829 -3.8878 -1.2900 -0.01 0.05 0.03 -0.13
N 0.4087 -1.2705 -0.4266 0.08 0.18 0.07 -0.05
C 1.5553 -1.4700 0.3174 0.02 -0.02 0.06 -0.27
C 1.9545 -2.6614 0.9394 -0.01 -0.03 -0.08 -0.04
C 3.1162 -2.7035 1.6910 0.03 0.01 0.01 -0.13
C 3.9093 -1.5655 1.8487 0.00 -0.03 0.00 -0.13
C 3.5255 -0.3713 1.2599 -0.01 0.04 -0.05 -0.05
C 2.3504 -0.3207 0.5131 -0.08 0.08 0.03 -0.24
N 1.8005 0.8043 -0.0722 -0.01 0.00 0.07 -0.15
N 2.5895 1.9234 -0.1481 -0.10 0.04 -0.14 0.03
C 1.9245 2.8533 -0.8014 -0.01 -0.06 0.25 -0.39
C 2.4757 4.1647 -0.9615 0.03 0.01 -0.18 -0.04
C 1.7536 5.1276 -1.5863 -0.05 -0.04 0.00 -0.12
C 0.4512 4.8270 -2.0662 0.04 -0.03 0.03 -0.11
C -0.0272 3.5624 -1.8749 -0.01 0.05 0.01 -0.21
N 0.6663 2.5687 -1.2769 -0.15 -0.24 0.16 -0.05
H -1.7428 -5.6788 -2.4250 0.00 -0.01 0.00 0.09
H 0.6495 -5.1439 -2.8331 0.00 -0.01 0.00 0.09
H 1.6193 -3.0661 -1.9328 -0.01 0.01 0.00 0.12
H -2.1482 -2.0474 -0.1941 0.04 -0.03 0.01 0.00
H -3.1424 -4.0585 -1.1430 0.01 -0.02 -0.01 0.07
H 1.3392 -3.5457 0.8319 0.01 0.01 0.01 0.11
H 3.4020 -3.6333 2.1704 0.01 0.00 0.00 0.09
H 4.8183 -1.6099 2.4377 0.00 -0.01 0.00 0.08
H 4.1114 0.5325 1.3634 0.00 0.00 0.01 0.09
H 3.4653 4.3415 -0.5622 0.00 0.01 -0.01 0.09
H 2.1617 6.1252 -1.7068 0.00 0.00 0.00 0.09
H -0.1643 5.5702 -2.5520 0.00 0.00 0.00 0.08
H -1.0282 3.3082 -2.2028 -0.01 0.01 0.00 0.04
C 3.4527 3.4066 6.2442 0.00 0.00 0.00 -0.06
C 2.3919 2.9932 5.2588 0.00 0.00 -0.01 -0.28
C 1.0676 2.8455 5.6531 0.01 0.00 0.00 -0.05
C 0.0890 2.4794 4.7379 -0.01 -0.03 0.00 -0.05
C 0.4386 2.2570 3.4165 0.02 0.00 0.00 -0.26
C 1.7560 2.4020 2.9988 -0.01 0.02 -0.01 -0.03
C 2.7190 2.7689 3.9222 0.00 0.00 0.02 -0.03
S -0.7955 1.6931 2.2659 -0.05 0.10 -0.06 0.57
O -0.6004 2.4594 1.0215 -0.03 0.01 0.13 -0.40
O -2.0439 1.8328 2.9653 0.01 -0.01 -0.01 -0.29
N -0.4122 0.2694 1.7630 -0.20 -0.08 -0.23 -0.20
C -0.5605 -0.8797 2.5582 0.08 -0.01 0.01 -0.37
C 0.3603 -1.1500 3.5749 -0.01 -0.01 0.00 -0.01
C 0.2190 -2.3170 4.2984 0.01 0.01 0.00 -0.08
C -0.8163 -3.1863 3.9799 -0.01 -0.01 -0.01 -0.09
C -1.6647 -2.8340 2.9422 0.03 0.01 0.01 -0.13
N -1.5515 -1.7040 2.2521 -0.04 0.01 0.00 0.16
H 3.1100 3.2761 7.2712 0.00 0.00 0.00 0.07
H 3.7196 4.4581 6.1121 0.00 0.00 0.00 0.08
H 4.3628 2.8199 6.1103 0.00 0.00 0.00 0.07
H 0.7965 3.0128 6.6899 0.00 0.00 0.00 0.10
H -0.9434 2.3541 5.0345 0.00 0.00 0.00 0.11
H 2.0303 2.2397 1.9627 0.00 -0.02 -0.03 0.09
H 3.7478 2.8757 3.5952 0.00 0.00 0.00 0.11
H 1.1865 -0.4718 3.7441 0.00 0.00 -0.01 0.11
H 0.9292 -2.5613 5.0795 0.00 0.00 0.01 0.10
H -0.9536 -4.1223 4.5059 0.00 0.00 0.00 0.09
H -2.4766 -3.4879 2.6391 0.00 0.00 0.00 0.11
Te -1.3584 0.6244 -3.0731 0.13 -0.07 0.13 0.06
Te -1.7223 -1.6050 -4.4745 -0.05 0.06 0.07 -0.16
Te -4.8978 -1.1066 -0.9296 0.03 0.12 -0.01 -0.20
Te -3.1164 0.8975 -0.8906 -0.07 0.00 -0.04 0.02
```
Positions in Å, forces in eV/Å.

Calculated values
Energy   -3918.446349 hartree
Total charge   -2
Energy above the lowest of the compared OMol25 structures with the same formula, charge and spin   0.8554 eV
HOMO   -1.064 eV

---

Q: Which formula does entry 2 have?
A: C29H24ClCsN10O5

---

Q: Number 2 is which compound?
A: C29H24ClCsN10O5

---

Q: Look up the energy of the first one.
A: -3681.411812 hartree